Entry 1:
A molecular structure, C4H4OTl. Source: OMol25; level of theory: the ωB97M-V functional and the def2-TZVPD basis.

Structure (XYZ):
```
10
Properties=species:S:1:pos:R:3:forces:R:3
O 1.9950 -0.1455 0.5644 -7.2 9.8 9.4
C 0.8332 0.2601 1.0401 2.8 -5.7 0.7
C -0.1835 0.8579 0.3494 -1.1 1.8 -4.2
C -1.0826 0.0787 -0.4877 -2.1 2.0 1.6
C -2.2957 0.0518 -0.8498 2.7 -1.0 1.8
H 0.4688 -0.3784 1.8649 0.6 0.5 0.4
H 0.1084 1.8138 -0.1048 -0.5 0.1 0.0
H -3.2316 -0.3538 -0.4723 -0.1 0.3 -1.0
Tl 2.7419 -1.2451 -0.6478 4.7 -7.3 -8.2
H 0.6461 -0.9397 -1.2563 0.2 -0.5 -0.5
```
Forces are in eV/Å.

Properties
ΔE to the lowest compared entry with this formula, charge and spin in kJ/mol: 868.7
Frontier orbital gap (spin up / spin down) in eV: 6.90 / 7.11
Net charge: +1

Atom charges from the Löwdin analysis, given in e for atoms 1 to 2: O -0.421; C -0.143



Entry 2:
A single C4H7ClS2 molecule. Source: OMol25; level of theory: the ωB97M-V functional and the def2-TZVPD basis.

Structure (XYZ):
```
14
Properties=species:S:1:pos:R:3:forces:R:3
S -0.1461 -0.8974 2.1072 -1.3 -2.1 -0.5
C 0.1239 0.4142 0.9350 2.6 -1.0 -1.6
C -0.8351 0.6000 -0.1700 -2.8 -0.9 1.4
C -0.7785 -0.4751 -1.2161 0.7 0.3 -1.6
S 0.9977 -1.0312 -1.1628 0.1 0.1 -0.4
C 1.5336 0.0776 0.1288 -0.7 0.3 2.1
Cl 2.2602 1.6250 -0.5475 -0.1 -0.6 0.5
H -0.6526 -1.9977 1.2757 0.9 2.0 1.1
H 0.0510 1.3292 1.4873 0.9 0.5 0.6
H -0.5946 1.4903 -0.7261 -0.1 0.7 0.3
H -1.8222 0.6447 0.3888 0.6 0.3 -1.3
H -1.2737 -1.4406 -1.2503 -0.7 0.3 0.9
H -1.1231 0.1021 -2.1168 0.9 -1.1 0.2
H 2.2595 -0.4410 0.8667 -1.0 1.1 -1.6
```
Forces are in eV/Å.

Properties
ΔE to the lowest compared entry with this formula, charge and spin in kJ/mol: 64.6
Frontier orbital gap in eV: 9.64
SMILES string: S[C@@H]1CCS[C@H]1Cl

Atom charges from the natural (NBO) analysis, given in e for atoms 1 to 2: S -0.023; C -0.366



Entry 3:
A single CH4SSi molecule. Source: OMol25; level of theory: the ωB97M-V functional and the def2-TZVPD basis.

Structure (XYZ):
```
7
Properties=species:S:1:pos:R:3:forces:R:3
C 0.4989 0.8229 -0.2019 3.2 -3.9 1.5
Si -0.6094 -0.7195 0.2948 -0.9 -1.3 -1.2
S -0.7080 -2.2708 1.5795 0.7 1.9 -0.7
H 0.1300 1.5848 -0.7694 -1.7 1.9 -1.3
H 1.4464 0.4431 -0.8530 -2.1 0.5 1.7
H 0.9121 1.1886 0.7564 0.0 0.1 -0.5
H -1.6700 -1.0491 -0.8064 0.9 0.8 0.7
```
Forces are in eV/Å.

Properties
ΔE to the lowest compared entry with this formula, charge and spin in kJ/mol: 0.0
Frontier orbital gap in eV: 8.35
SMILES string: C[SiH]=S

Atom charges from the natural (NBO) analysis, given in e for atoms 1 to 2: C -1.097; Si 1.139



Entry 4:
A molecular structure, C17H33EuFN2O6P2. Source: OMol25; level of theory: the ωB97M-V functional and the def2-TZVPD basis.

Structure (XYZ):
```
62
Properties=species:S:1:pos:R:3:forces:R:3
C -3.1562 1.5214 -3.3204 0.2 0.2 -0.2
C -1.6508 1.3807 -3.3121 -0.6 0.1 0.1
O -1.2796 -0.0454 -3.3793 0.5 0.5 -0.1
P 0.1123 -0.4526 -2.8141 -1.2 -0.7 -0.5
O 0.5713 -1.7691 -3.3295 1.1 -0.4 -0.3
C 0.0024 -0.3515 -1.0130 0.7 0.5 0.0
C 0.7330 -1.4903 -0.2891 -0.7 -0.8 -0.8
P 0.0092 -1.9167 1.3374 1.1 1.6 1.1
N -0.6485 -3.5629 0.6660 -0.4 -0.1 0.0
C 1.0625 -2.8341 2.5403 -0.1 -0.4 -0.8
C 2.4430 -2.2613 2.7732 0.0 -0.3 0.7
F 3.0744 -2.0571 1.5594 0.0 0.1 -0.2
C 0.3585 -0.1650 2.0883 0.1 0.0 0.1
O 1.4734 0.4429 1.4845 -0.3 0.2 -0.1
C 1.8900 1.6503 2.1602 0.4 -0.3 0.4
O 2.3500 2.5958 1.2770 0.0 -0.3 -0.2
C 1.4532 3.0056 0.2537 0.3 0.2 0.3
C 0.0688 3.3986 0.7234 -0.6 0.3 -0.6
O -0.4816 4.2971 -0.2445 0.2 -0.2 0.1
C -1.8268 -1.6692 1.7667 0.7 -0.7 -0.5
C -2.1856 -1.5943 3.0992 0.1 -0.1 0.1
C -3.5186 -1.3402 3.3874 0.2 0.1 -0.2
C -4.3850 -1.1849 2.3208 0.0 0.0 0.1
C -3.9048 -1.3170 1.0247 -0.4 0.2 -0.3
N -2.6321 -1.5670 0.7185 -0.2 0.0 0.4
O 1.1397 0.6660 -3.3705 -0.5 0.3 0.6
C 2.4285 0.3956 -2.9198 0.9 0.9 0.1
C 3.3418 1.6204 -2.9765 -0.2 -0.4 -0.2
H -3.6451 0.7005 -2.8082 0.0 -0.1 0.1
H -3.5217 1.5936 -4.3380 -0.2 -0.2 -0.1
H -3.4131 2.4511 -2.8207 -0.1 0.1 0.1
H -1.2401 1.8258 -2.4046 0.2 -0.2 0.1
H -1.2122 1.8766 -4.1697 0.2 0.0 -0.1
H -1.0489 -0.2606 -0.7512 -0.2 -0.2 -0.1
H 0.4718 0.5872 -0.7295 -0.1 0.2 0.2
H 0.6725 -2.3762 -0.9180 0.0 -0.2 0.1
H 1.7893 -1.2844 -0.1813 0.1 0.2 0.5
H -1.0711 -4.1744 1.3663 0.0 -0.2 -0.1
H -1.2829 -3.4687 -0.1289 -0.2 -0.1 0.1
H 0.5049 -2.9557 3.4674 0.0 0.2 0.2
H 1.1883 -3.8381 2.1404 0.0 -0.1 -0.1
H 3.0204 -2.9951 3.3304 0.1 -0.1 0.0
H 2.4453 -1.3560 3.3721 0.0 0.3 -0.3
H -0.5466 0.4435 2.0113 0.0 0.1 -0.2
H 0.5394 -0.2933 3.1603 -0.1 -0.2 0.1
H 1.0909 2.0193 2.8087 -0.4 0.0 -0.2
H 2.7295 1.3799 2.7965 0.2 0.1 0.0
H 1.8923 3.8948 -0.1865 0.1 0.1 0.0
H 1.4331 2.2415 -0.5273 -0.2 -0.1 -0.1
H 0.1069 3.9371 1.6660 0.2 0.0 0.2
H -0.6179 2.5551 0.8214 0.1 -0.2 0.3
H -1.1134 3.8152 -0.7788 -0.2 0.1 -0.1
H -1.4623 -1.7181 3.8894 0.1 0.0 0.1
H -3.8380 -1.2600 4.4135 -0.2 0.0 0.1
H -5.4282 -0.9686 2.4807 -0.2 0.0 0.0
H -4.5918 -1.2252 0.1980 0.0 0.0 -0.2
H 2.7641 -0.4187 -3.6078 0.3 0.4 0.7
H 2.4646 -0.0166 -1.9111 -0.2 -0.3 0.0
H 3.9521 1.6736 -2.0821 0.2 0.0 0.0
H 2.7141 2.5030 -3.0155 0.0 0.2 -0.1
H 3.9832 1.6057 -3.8538 0.1 0.2 -0.1
Eu 3.4279 -1.8897 -4.9212 -0.8 -0.7 -0.2
```
Forces are in eV/Å.

Properties
2S+1: 7
ΔE to the lowest compared entry with this formula, charge and spin in kJ/mol: 0.0
Frontier orbital gap (spin up / spin down) in eV: 5.38 / 5.55
Net charge: +3

Atom charges from the natural (NBO) analysis, given in e for atoms 1 to 2: C -0.639; C -0.064



Entry 5:
2 unconnected molecules or ions with the total composition C6H15N3O. Source: OMol25; level of theory: the ωB97M-V functional and the def2-TZVPD basis.

Structure (XYZ):
```
25
Properties=species:S:1:pos:R:3:forces:R:3
C -0.0073 1.8935 1.5492 -0.1 -0.3 0.0
N 0.7058 -0.0245 -0.0318 -1.2 -0.1 0.1
C -0.0100 1.3120 0.1590 1.2 0.4 -0.7
N 1.3522 -0.1066 -1.3152 -0.5 0.2 0.2
N 1.5885 -0.2646 1.0662 -0.4 0.2 0.0
C -0.2633 2.0645 -0.9266 -0.1 -0.7 0.5
H 1.9349 0.7149 -1.4442 0.1 -0.1 0.2
H 1.9025 -0.9603 -1.3165 -0.1 0.1 0.0
H 2.1414 -1.0887 0.8535 -0.2 0.0 0.0
H 2.1755 0.5524 1.2037 0.1 -0.1 -0.2
H -0.1495 1.1290 2.3063 0.0 0.0 -0.1
H 0.9216 2.4409 1.7501 -0.1 0.0 -0.1
H -0.8428 2.5898 1.6207 0.1 0.0 0.0
H -0.1964 1.6975 -1.9385 0.1 -0.1 0.0
H -0.7249 3.0319 -0.7799 0.1 0.0 0.1
C -1.1953 -1.4458 -1.3766 0.3 0.2 0.0
C -0.5117 -1.3133 -0.0449 -0.8 0.5 0.2
C -0.2337 -2.3774 0.7175 0.8 0.2 0.2
O -1.7412 -0.0714 0.8009 0.7 -0.6 -0.3
H -2.3259 0.3310 0.1445 0.1 -0.2 0.0
H -0.6156 -2.0669 -2.0643 0.0 0.2 0.0
H -2.1640 -1.9210 -1.2240 0.0 0.1 0.2
H -1.3694 -0.4677 -1.8180 0.0 0.0 -0.2
H 0.1992 -2.2926 1.7023 0.0 0.0 0.0
H -0.5706 -3.3565 0.4067 -0.1 0.1 -0.1
```
Forces are in eV/Å.

Properties
ΔE to the lowest compared entry with this formula, charge and spin in kJ/mol: 671.6
Frontier orbital gap in eV: 7.80

Atom charges from the natural (NBO) analysis, given in e for atoms 1 to 2: C -0.668; N -0.038



Entry 6:
2 unconnected molecules or ions with the total composition C7H15NS. Source: OMol25; level of theory: the ωB97M-V functional and the def2-TZVPD basis.

Structure (XYZ):
```
24
Properties=species:S:1:pos:R:3:forces:R:3
C -1.4015 -2.3391 1.5669 -0.5 0.3 1.0
C 1.1145 0.9827 -1.2246 0.4 0.4 -1.2
C 1.3269 1.0588 0.0111 0.6 -0.8 2.1
C 1.9213 3.7487 0.6048 -2.4 0.1 -0.4
C 0.6038 -2.8222 -0.1023 -1.7 -0.6 -2.0
C -1.5557 -1.2898 -1.1176 -1.2 -1.8 1.5
C 2.2558 3.1918 -0.7477 2.9 1.7 0.5
N 2.3595 1.7652 -0.7063 -0.5 -1.2 -1.6
S -0.4988 -1.5091 0.4625 -1.6 -0.4 -1.2
H -1.7710 -3.3082 1.2060 -0.1 0.5 0.3
H -1.9963 -1.7297 2.2974 0.8 -0.7 -0.9
H 0.7759 0.5505 -2.1445 0.0 0.1 0.0
H 1.3967 0.5573 0.9658 -0.6 0.4 0.0
H 2.3545 3.2327 1.4260 0.6 -0.4 0.7
H 2.0268 4.8110 0.6882 0.6 0.6 0.0
H 0.8055 3.6350 0.6430 0.7 -0.2 0.6
H 1.2661 -2.7154 0.6559 2.3 -0.6 2.5
H 0.0861 -3.8348 -0.1097 0.6 1.4 0.0
H 1.1812 -2.6062 -1.0111 -0.6 0.0 -0.1
H -1.2492 -1.9159 -1.9274 0.5 -0.6 -0.5
H -2.5939 -1.6599 -0.7944 1.5 0.9 -0.4
H -1.5598 -0.3016 -1.4668 -0.2 1.6 -0.2
H 3.2828 3.5254 -1.0786 -0.8 -0.2 0.4
H 1.6262 3.7201 -1.4245 -1.1 -0.4 -1.1
```
Forces are in eV/Å.

Properties
ΔE to the lowest compared entry with this formula, charge and spin in kJ/mol: 556.0
Frontier orbital gap in eV: 8.16

Atom charges from the natural (NBO) analysis, given in e for atoms 1 to 2: C -1.058; C -0.092



no.,electronic energy (eV),molecular weight (u)
1,-10936.2401,272.46
2,-38453.5651,154.69
3,-19813.9698,76.20
4,-74022.0428,594.37
5,-12976.7077,145.21
6,-19820.1137,145.27